Entry 1:
Density functional theory data (ωB97M-V/def2-TZVPD) for 3 unconnected molecules or ions with the total composition C28H43BrN4O4P in a non-equilibrium geometry.

Properties
**Kohn-Sham gap**: 7.234 eV
**LUMO level**: -3.8289 eV
**Spin multiplicity**: 1
**E_HOMO**: -11.06 eV
**Charge**: +1

Positions of all 81 atoms, in Å:
C 2.96 2.59 4.24
C 1.93 1.46 4.08
C 0.94 1.81 2.97
N 0.46 0.60 2.21
C 0.56 0.85 0.82
C -0.19 1.80 0.15
C -1.24 2.68 0.79
O -2.45 2.57 0.06
C -3.40 1.80 0.74
O -2.89 0.53 1.04
C -3.57 -0.57 0.44
C -4.58 -1.17 1.41
O -5.89 -0.61 1.26
C 0.02 1.99 -1.21
N 0.89 1.26 -1.91
N 1.05 1.44 -3.31
C 0.32 2.57 -3.88
C -1.19 2.31 -4.06
C 1.62 0.28 -1.31
P 2.84 -0.85 -2.17
O 2.93 -0.44 -3.73
Br 1.54 -2.67 -2.28
C 1.49 0.08 0.06
C 2.31 -0.91 0.85
N 3.46 -0.21 1.48
C 4.76 -0.81 1.14
H 3.32 2.66 5.26
H 2.46 3.54 4.03
H 3.77 2.51 3.52
H 1.38 1.42 5.01
H 2.40 0.50 3.88
H 1.38 2.54 2.30
H 0.07 2.27 3.44
H -0.51 0.41 2.44
H -1.37 2.37 1.82
H -0.90 3.71 0.75
H -3.71 2.28 1.67
H -4.27 1.75 0.10
H -4.02 -0.31 -0.52
H -2.81 -1.33 0.25
H -4.20 -0.96 2.41
H -4.66 -2.24 1.29
H -5.81 0.18 0.71
H -0.58 2.73 -1.72
H 2.04 1.62 -3.45
H 0.46 3.49 -3.31
H 0.76 2.76 -4.85
H -1.76 3.04 -3.49
H -1.50 1.34 -3.71
H -1.46 2.48 -5.10
H 3.83 -0.18 -3.97
H 1.69 -1.27 1.67
H 2.69 -1.73 0.26
H 3.49 0.75 1.15
H 4.86 -1.02 0.08
H 5.58 -0.16 1.43
H 4.89 -1.75 1.67
C -2.41 -0.22 4.65
C -1.90 -1.51 4.75
C -1.68 -2.08 6.00
C -1.98 -1.36 7.15
C -2.49 -0.07 7.05
C -2.71 0.50 5.80
H -2.58 0.21 3.67
H -1.67 -2.07 3.85
H -1.28 -3.08 6.08
H -1.81 -1.80 8.12
H -2.73 0.49 7.94
H -3.10 1.50 5.72
C 0.93 -4.77 -6.59
C 0.87 -4.59 -7.97
C 1.12 -3.34 -8.51
C 1.43 -2.27 -7.68
C 1.49 -2.45 -6.31
C 1.24 -3.70 -5.76
H 0.74 -5.75 -6.17
H 0.64 -5.42 -8.62
H 1.07 -3.19 -9.59
H 1.62 -1.29 -8.11
H 1.73 -1.62 -5.66
H 1.28 -3.85 -4.69

Atomic partial charges in e from the Löwdin method, atoms 1 to 5:
1 C -0.10
2 C -0.23
3 C -0.19
4 N 0.04
5 C -0.15


Entry 2:
Density functional theory data (ωB97M-V/def2-TZVPD) for a molecular structure, HI2PS.

Properties
**Kohn-Sham gap (alpha / beta)**: 5.756 / 6.739 eV
**LUMO level (alpha / beta)**: -1.9074 / -1.4333 eV
**Spin multiplicity**: 1
**Relative energy (zero: lowest compared OMol25 entry of this formula, charge and spin)**: 2.078 eV
**E_HOMO (alpha / beta)**: -7.66 / -8.17 eV

Positions of all 5 atoms, in Å:
P 0.92 -1.78 -0.29
S -1.85 0.82 -0.29
I 1.57 -0.94 1.82
I 0.34 0.21 -1.50
H -0.98 1.69 0.27

The Löwdin scheme yields these atomic charges, measured in e:
1 P -0.32
2 S 0.03
3 I 0.18
4 I 0.41
5 H -0.30


Entry 3:
Density functional theory data (ωB97M-V/def2-TZVPD) for 2 unconnected molecules or ions with the total composition H2NO3S in a non-equilibrium geometry.

Properties
**Kohn-Sham gap (alpha / beta)**: 9.349 / 6.500 eV
**LUMO level (alpha / beta)**: 3.9285 / 3.2571 eV
**Spin multiplicity**: 1
**Relative energy (zero: lowest compared OMol25 entry of this formula, charge and spin)**: 3.201 eV
**E_HOMO (alpha / beta)**: -5.42 / -3.24 eV
**Charge**: -1

Positions of all 7 atoms, in Å:
N -1.91 -0.31 0.04
O 1.46 1.45 1.19
O 1.66 -1.00 0.62
O 1.18 0.67 -1.15
S 1.13 0.38 0.32
H -1.84 0.15 -0.86
H -1.69 -1.34 -0.16

Atomic partial charges in e from the Löwdin method, atoms 1 to 5:
1 N -0.02
2 O -0.41
3 O -0.47
4 O -0.47
5 S 0.49


Entry 4:
Density functional theory data (ωB97M-V/def2-TZVPD) for 6 unconnected molecules or ions with the total composition C6H24O6 in a non-equilibrium geometry.

Properties
**Kohn-Sham gap (alpha / beta)**: 9.946 / 2.230 eV
**LUMO level (alpha / beta)**: -2.8553 / -10.4001 eV
**Spin multiplicity**: 2
**<S²>**: 0.76
**Relative energy (zero: lowest compared OMol25 entry of this formula, charge and spin)**: 4.503 eV
**E_HOMO (alpha / beta)**: -12.80 / -12.63 eV
**Charge**: +1

Positions of all 36 atoms, in Å:
C 0.33 -2.22 2.48
O -0.26 -2.68 1.33
H -0.28 -2.51 3.33
H 1.39 -2.44 2.57
H 0.26 -1.14 2.55
H -0.11 -3.63 1.38
C -1.71 2.97 -0.19
O -1.67 2.60 1.19
H -2.62 2.60 -0.64
H -1.67 4.06 -0.09
H -0.80 2.69 -0.72
H -1.33 1.70 1.12
C 2.04 -0.66 -4.59
O 1.89 -1.94 -5.22
H 2.48 -0.78 -3.60
H 2.75 -0.14 -5.23
H 1.14 -0.06 -4.57
H 2.74 -2.39 -5.13
C -3.10 -0.64 1.04
O -4.05 -0.08 0.09
H -2.53 0.14 1.55
H -3.62 -1.31 1.72
H -2.27 -1.13 0.55
H -4.46 -0.90 -0.21
C 2.46 1.46 2.48
O 3.76 1.73 2.90
H 1.84 2.05 3.15
H 2.16 1.81 1.49
H 2.17 0.41 2.47
H 4.15 0.88 3.12
C -0.24 0.03 -1.40
O 0.10 0.32 -0.07
H 0.18 -0.92 -1.74
H -1.32 -0.09 -1.34
H 0.08 0.76 -2.14
H 0.12 -0.53 0.36

Atomic partial charges in e from the Löwdin method, atoms 1 to 5:
1 C -0.19
2 O -0.10
3 H 0.10
4 H 0.09
5 H 0.06


The evaluated calculated total energy for the records listed, in turn: -123207.125; -36340.081; -18499.067; -18882.097 eV.
The evaluated molar mass for the records listed, in turn: 610.55; 317.86; 96.09; 192.25 g mol⁻¹.